Record 1
Density functional theory data (ωB97M-V/def2-TZVPD) for a single C10H13NO3 molecule at a distorted geometry.

The value obtained for the total energy is -669.332185 Ha. The value obtained for the molar mass is 195.22 u. As for the orbital gap: 8.63 eV. As for the relative energy (zero: lowest compared OMol25 entry of this formula, charge and spin): 13.7 kcal per mole. The lowest unoccupied orbital energy comes out at 0.6 eV. Its SMILES is N[C@@H]1CCc2cc(O)c(O)cc2[C@H]1O.

CARTESIAN COORDINATES (ANGSTROEM)
H1 0.41771 -3.64763 0.02961
H2 3.23007 -1.43853 -1.58139
C1 0.19701 -0.43701 0.26849
O1 -0.06643 -2.82832 0.13203
C2 0.02207 -1.39173 -2.46336
C3 -0.36419 0.40424 -0.71705
H3 -1.27636 0.34300 -2.59913
C4 0.84182 -1.77400 -0.15060
H4 0.26271 -1.53909 -3.52722
H5 -1.02743 2.26229 3.36751
C5 -0.47070 1.08959 1.97052
H6 1.50644 -2.79539 -1.89162
H7 -0.79445 -2.09882 -2.19636
C6 -1.02470 1.60670 -0.31476
H8 -2.12510 3.57759 0.88329
H9 2.34547 -0.06090 -1.44067
N1 2.42486 -0.94408 -1.96301
C7 0.08138 -0.12308 1.62433
H10 1.73976 -1.90657 0.45630
O2 -0.43737 1.46013 3.27745
C8 -1.01285 1.94694 0.98712
H11 -1.37062 2.29594 -1.06984
C9 1.26315 -1.77670 -1.64365
H12 0.45147 0.74189 -2.65281
O3 -1.51398 3.12022 1.53241
H13 0.47662 -0.82602 2.38164
C10 -0.31101 0.06915 -2.21995


Record 2
Density functional theory data (ωB97M-V/def2-TZVPD) for a 2-piece molecular cluster, C3H6Br3P overall at a distorted geometry.

The value obtained for the total energy is -8181.254349 Ha. The value obtained for the molar mass is 312.77 u. As for the orbital gap: 9.37 eV. As for the relative energy (zero: lowest compared OMol25 entry of this formula, charge and spin): 40.3 kcal per mole. The lowest unoccupied orbital energy comes out at 0.1 eV.

CARTESIAN COORDINATES (ANGSTROEM)
C1 -0.56929 -0.43250 1.69193
H1 -0.96705 -1.49424 1.96678
H2 0.17134 -0.55995 -2.01397
C2 -1.08407 -0.07531 0.33196
Br1 0.60222 2.40577 -2.29450
C3 0.53938 -0.46139 -1.07871
H3 0.99595 -1.32872 -0.58177
Br2 -2.67608 -0.98057 -0.25855
H4 -1.12311 1.03961 0.20988
H5 0.49169 -0.35707 1.50259
H6 -1.10456 0.32725 2.38279
P1 1.32530 1.13421 -0.64081
Br3 3.39829 0.78293 -1.21761


Record 3
Density functional theory data (ωB97M-V/def2-TZVPD) for a 5-piece molecular cluster, C16H21F5NO17PS overall.

The value obtained for the total energy is -3195.092635 Ha. The value obtained for the molar mass is 657.37 u. As for the orbital gap: 10.04 eV. The lowest unoccupied orbital energy comes out at -0.3 eV. Its SMILES is CCOCN(F)C(=O)OP(O)(O)=S.O=C1OC[C@@H](F)O1.O=C1OC[C@@H](F)O1.O=C1OC[C@@H](F)O1.O=C1OC[C@@H](F)O1.

CARTESIAN COORDINATES (ANGSTROEM)
F1 6.57090 -3.00354 -5.08246
C1 -0.77947 2.42973 6.75726
C2 2.67651 1.37255 -1.78245
H1 -8.01664 -1.42074 -1.86832
O1 4.05883 1.56776 -2.09957
F2 1.36148 -0.57228 -2.17065
H2 -3.23714 -2.39668 -2.80398
C3 4.51211 0.46565 -2.72722
C4 -7.28910 -2.11797 -1.44925
O2 5.57724 0.35604 -3.23818
C5 -1.62339 3.57299 6.22210
N1 -1.42326 3.43774 3.31153
H3 0.11138 2.84323 7.23017
C6 -2.78095 -2.48251 -1.81669
O3 0.69070 4.37403 3.39945
O4 9.27219 -0.86592 -5.07094
S1 2.84086 1.16296 1.95540
H4 2.79281 -0.58962 -0.78961
O5 -7.77764 -3.43408 -1.58241
H5 -0.85417 -1.73600 -2.57703
P1 0.96823 1.38924 2.06193
O6 -9.06184 -4.74337 -0.26223
O7 0.34776 2.25525 0.87892
C7 9.70282 -1.97129 -5.71587
O8 8.75583 -2.95155 -5.64245
H6 -3.17104 2.31853 3.60694
F3 -6.12798 -1.99613 -2.13704
O9 -2.67126 3.17570 5.32960
O10 -1.83503 -0.46934 -1.25337
H7 7.70111 -0.58536 -3.73669
C8 -8.37175 -3.79495 -0.40596
O11 -3.61839 0.34605 -0.14378
H8 -1.31900 1.85054 7.50458
H9 7.25019 -0.62636 -5.45409
H10 -7.24001 -0.99618 0.43957
O12 0.10032 0.04899 2.10675
H11 -0.61266 2.20569 0.78716
H12 -6.07903 -2.34568 0.31342
H13 -0.85875 -2.24878 -0.87176
C9 -2.27159 2.57253 4.16030
H14 -0.42598 1.75277 5.97855
C10 2.58035 -0.13643 -1.75904
H15 -2.14783 4.06075 7.03949
O13 -8.05982 -2.89829 0.55931
O14 -3.58102 -1.78539 -0.87731
O15 0.39591 2.11486 3.41238
H16 2.42974 1.82909 -0.82872
C11 7.78998 -2.56470 -4.68607
O16 3.57469 -0.52282 -2.68552
H17 8.03044 -3.03538 -3.73092
O17 10.74885 -2.08660 -6.25785
C12 -0.02899 3.43706 3.38602
C13 -1.44276 -1.78386 -1.66723
H18 2.06004 1.79170 -2.57906
F4 -1.88596 4.73641 3.36787
C14 7.90228 -1.05362 -4.69200
C15 -3.06478 -0.54267 -0.70295
H19 -0.65644 0.06890 2.70143
H20 -1.00187 4.33530 5.74358
H21 -1.68071 1.66915 4.32073
C16 -7.07704 -1.99512 0.04743
F5 -2.73026 -3.78796 -1.47318


Record 4
Density functional theory data (ωB97M-V/def2-TZVPD) for a 3-piece molecular cluster, C18H27BO5P overall.

The value obtained for the total energy is -1444.311176 Ha. The value obtained for the molar mass is 365.19 u. As for the orbital gap: 2.55 eV. The lowest unoccupied orbital energy comes out at 0.1 eV. Its net charge is -1.

CARTESIAN COORDINATES (ANGSTROEM)
H1 2.28476 -0.53179 3.20774
O1 2.71994 4.73592 1.54034
H2 2.01434 0.62728 0.04974
H3 -0.75830 -1.89753 -0.99311
H4 -0.43570 -2.10729 2.18118
H5 -2.05887 -2.86260 -0.23950
H6 0.26686 0.92640 1.49929
H7 -2.21994 -4.92771 -3.63077
H8 0.30228 -4.32532 -1.41800
H9 2.58661 2.06172 0.86422
C1 -3.84277 -3.51448 -4.04555
C2 0.81509 7.63381 2.27305
C3 -3.46594 -5.65540 -5.18534
H10 -0.78353 -4.83173 -0.14379
C4 -3.08604 -4.77436 -4.26306
C5 1.27127 2.07284 3.00232
H11 2.27421 2.18575 3.40916
H12 0.62211 1.86399 3.85224
H13 0.97345 3.00098 2.52087
H14 4.57406 6.44130 2.16333
C6 2.33883 1.01371 1.01172
C7 -4.65766 -5.41712 -6.03461
H15 1.48917 -2.82561 2.85095
H16 0.57964 -0.41881 3.63052
H17 -0.19491 8.01991 2.32414
C8 -5.03770 -3.27704 -4.89622
O2 -5.00365 -6.21946 -6.87763
H18 4.06917 8.79236 2.82416
O3 1.65625 9.72929 2.94110
H19 2.51519 -4.57850 0.36441
H20 -5.57421 -2.35322 -4.72090
C9 1.21122 0.88294 2.04721
H21 2.43752 -1.92323 1.22324
C10 1.08263 6.37913 1.91960
O4 -3.49546 -2.71739 -3.20544
H22 3.20961 0.44591 1.32090
C11 1.89929 8.58348 2.62125
H23 -1.61829 -3.12167 -1.88436
C12 2.47895 5.87657 1.85973
C13 -0.20674 -3.98104 -0.51441
O5 1.73906 -4.70961 0.93565
C14 1.27779 -0.44028 2.78936
C15 -5.41487 -4.15938 -5.81754
H24 0.59065 -1.15052 0.57086
H25 -6.28174 -4.00705 -6.44804
C16 -1.20832 -2.87797 -0.90950
B1 0.83602 -3.64983 0.64412
H26 -2.93050 -6.57983 -5.36003
P1 0.99279 -2.01582 1.70697
H27 0.30780 5.66799 1.66270
C17 3.56416 6.82810 2.21157
C18 3.29442 8.08224 2.56417


Record 5
Density functional theory data (ωB97M-V/def2-TZVPD) for a single C4H9NO molecule at a distorted geometry.

The value obtained for the total energy is -287.790373 Ha. The value obtained for the molar mass is 87.12 u. As for the orbital gap: 10.37 eV. As for the relative energy (zero: lowest compared OMol25 entry of this formula, charge and spin): 26.4 kcal per mole. The lowest unoccupied orbital energy comes out at 0.8 eV. Its SMILES is CCCC(N)=O.

CARTESIAN COORDINATES (ANGSTROEM)
H1 -0.80990 -0.02218 -1.53228
H2 -1.70058 -2.39287 -1.25677
C1 -1.41988 -1.75833 -0.30574
O1 2.02094 0.52463 -0.66367
H3 -2.41844 -1.30689 -0.02009
H4 -0.76933 0.81518 0.81143
H5 0.25508 -0.37702 1.45697
H6 -1.06186 -2.49925 0.47603
C2 -0.31382 -0.71547 -0.70369
H7 0.85851 2.48167 1.49894
N1 1.32978 2.30051 0.60551
C3 0.04231 0.15015 0.49432
H8 0.65792 -1.20597 -1.17003
C4 1.21678 1.04297 0.13115
H9 2.11250 2.96286 0.17793


Record 6
Density functional theory data (ωB97M-V/def2-TZVPD) for a 2-piece molecular cluster, H2N2O2S overall at a distorted geometry.

The value obtained for the total energy is -659.303911 Ha. The value obtained for the molar mass is 94.09 u. As for the orbital gap: 9.70 eV. As for the relative energy (zero: lowest compared OMol25 entry of this formula, charge and spin): 0.0 kcal per mole. The lowest unoccupied orbital energy comes out at -0.4 eV.

CARTESIAN COORDINATES (ANGSTROEM)
H1 -0.64982 -0.58749 0.30012
N1 -0.69140 0.11720 -0.46399
O1 -3.29346 1.08496 0.66976
O2 -3.12544 -1.27139 0.07871
H2 1.18368 0.53508 -0.24717
S1 -3.23486 0.09096 -0.37113
N2 0.30517 0.73459 -0.76487